No. 1
32
Properties=species:S:1:pos:R:3:lowdin_charge:R:1 method="wB97M-V/def2-TZVPD" energy_ha=-614.75200 total_charge=+1 homo_lumo_gap_ha=0.3171 lumo_ha=-0.1286
C 2.594 -2.186 -0.141 -0.035
C 3.294 -0.973 -0.215 -0.051
C 1.216 -2.194 0.039 0.002
C 2.528 0.206 -0.221 -0.005
C 0.487 -1.030 -0.019 -0.132
C 1.139 0.172 -0.205 -0.146
C -1.768 -0.794 -0.993 -0.191
C -2.003 -1.100 -2.283 0.161
C -0.875 1.478 -0.076 0.017
C -0.915 -1.206 0.073 -0.211
C -1.856 0.416 -0.082 -0.183
C -1.496 -2.022 1.194 0.016
C -3.012 0.587 0.858 -0.026
N 0.394 1.361 -0.171 0.124
N 1.757 3.604 0.230 0.060
H 3.210 -3.095 -0.254 0.126
H 4.388 -0.852 -0.268 0.121
H 0.641 -3.040 0.299 0.102
H 3.122 1.210 -0.306 0.139
H -2.669 -0.502 -2.773 0.044
H -1.420 -1.929 -2.756 0.108
H -1.201 2.523 0.092 0.164
H -2.541 -1.888 1.098 0.072
H -1.257 -1.780 2.235 0.116
H -1.140 -3.019 0.921 0.098
H -3.848 -0.036 0.502 0.109
H -3.349 1.624 0.917 0.097
H -2.579 0.353 1.795 0.076
H 0.851 2.270 -0.028 0.053
H 1.800 4.274 0.977 0.062
H 1.791 4.166 -0.645 0.093
H 2.715 3.401 0.206 0.019


No. 2
33
Properties=species:S:1:pos:R:3:lowdin_charge:R:1 method="wB97M-V/def2-TZVPD" energy_ha=-669.73682 homo_lumo_gap_ha=0.1838 lumo_ha=-0.0335
C -1.207 2.006 -2.103 -0.071
C 0.099 1.351 -2.242 -0.480
N 0.751 1.220 -3.436 0.086
C 1.920 0.581 -3.167 -0.409
C 2.931 0.240 -4.192 -0.089
C 1.955 0.329 -1.759 -0.191
N 0.813 0.804 -1.207 0.006
H -1.523 1.952 -1.058 0.042
H -1.143 3.057 -2.409 0.070
H -1.953 1.511 -2.734 0.070
H 3.767 -0.282 -3.717 0.061
H 2.523 -0.418 -4.971 0.066
H 3.331 1.134 -4.688 0.066
H 2.758 -0.161 -1.227 0.062
C 1.423 -0.137 2.968 0.007
N 0.270 0.289 2.149 -0.119
C -0.865 -0.602 2.007 -0.231
C -0.947 -1.394 0.861 0.002
C -2.000 -2.303 0.722 -0.051
C -2.983 -2.392 1.715 -0.071
C -2.905 -1.582 2.855 -0.073
C -1.834 -0.695 3.013 -0.018
C 0.367 1.417 1.497 0.175
H 1.245 -1.165 3.287 0.103
H 2.341 -0.081 2.366 0.106
H 1.541 0.509 3.846 0.101
H -0.176 -1.269 0.096 0.112
H -2.043 -2.930 -0.167 0.114
H -3.811 -3.094 1.601 0.109
H -3.673 -1.636 3.627 0.108
H -1.747 -0.055 3.895 0.119
H -0.491 1.778 0.929 0.097
H 1.267 2.016 1.643 0.122


No. 3
38
Properties=species:S:1:pos:R:3:lowdin_charge:R:1 method="wB97M-V/def2-TZVPD" energy_ha=-1046.03000 homo_lumo_gap_ha=0.3297 smiles="NC(=O)C[C@H](N)C(=O)N[C@@H](Cc1ccc(O)cc1)C(=O)O" lumo_ha=0.0161
N -3.718 -2.749 0.099 0.118
C -3.644 -2.729 -1.335 -0.512
O -4.522 -2.166 -1.982 0.041
C -2.484 -3.504 -1.857 -0.114
C -1.366 -2.580 -2.162 -0.365
N -0.258 -3.352 -2.648 0.045
C -0.775 -1.788 -0.968 -0.368
O -0.662 -2.182 0.218 0.040
N -0.203 -0.564 -1.308 0.085
C 0.833 0.116 -0.608 -0.208
C 0.277 0.594 0.817 -0.078
C 0.712 1.970 1.339 -0.170
C 1.635 2.034 2.444 -0.035
C 2.077 3.252 2.856 -0.081
C 1.743 4.392 2.249 -0.329
O 2.036 5.712 2.628 0.008
C 0.884 4.371 1.141 -0.034
C 0.247 3.211 0.790 -0.042
C 2.159 -0.607 -0.486 -0.388
O 2.687 -1.270 -1.397 0.080
O 2.673 -0.432 0.790 0.107
H -2.945 -2.971 0.765 0.102
H -4.526 -2.136 0.416 0.126
H -2.715 -4.179 -2.693 0.141
H -2.366 -4.207 -1.016 0.127
H -1.752 -1.869 -2.959 0.172
H 0.363 -2.565 -3.064 0.121
H 0.310 -3.921 -1.962 0.125
H -0.531 -0.257 -2.242 0.161
H 1.171 0.954 -1.152 0.150
H 0.409 -0.186 1.588 0.120
H -0.723 0.575 0.478 0.092
H 2.088 1.213 3.014 0.120
H 2.882 3.243 3.618 0.130
H 2.711 5.590 3.380 0.137
H 0.572 5.336 0.595 0.148
H -0.640 3.265 0.124 0.124
H 3.477 -0.920 0.739 0.106


No. 4
43
Properties=species:S:1:pos:R:3:lowdin_charge:R:1 method="wB97M-V/def2-TZVPD" energy_ha=-2073.13824 total_charge=+2 homo_lumo_gap_ha="0.2766 / 0.2783" spin_multiplicity=2 lumo_ha="-0.3152 / -0.3117"
Tc 0.113 0.103 0.111 1.706
O -1.408 1.485 -3.196 -0.167
S -0.484 1.357 -2.143 0.661
O 0.264 0.068 -1.969 -0.374
O -1.132 1.381 -0.715 -0.389
C 0.839 2.519 -2.304 -0.236
C 0.687 3.455 -3.301 -0.004
C 1.790 4.202 -3.736 0.005
C 3.034 3.972 -3.200 0.005
C 3.195 3.046 -2.161 -0.005
C 2.114 2.324 -1.710 -0.233
S 2.322 1.566 -0.122 0.655
O 1.003 1.915 0.528 -0.393
O 3.514 2.000 0.486 -0.167
O 2.104 0.038 -0.097 -0.379
H -0.274 3.574 -3.783 0.134
H 1.656 4.938 -4.516 0.134
H 3.894 4.525 -3.553 0.134
H 4.156 2.933 -1.678 0.134
C -2.358 -3.023 -1.562 0.035
N -1.749 -3.567 -0.336 -0.081
C -2.114 -4.923 0.111 0.024
C -0.903 -2.836 0.328 -0.388
C -0.225 -3.293 1.573 0.047
O -0.645 -1.657 -0.142 -0.180
H -2.990 -3.788 -1.997 0.102
H -1.576 -2.746 -2.266 0.111
H -2.959 -2.148 -1.320 0.110
H -2.897 -5.292 -0.541 0.101
H -2.491 -4.897 1.131 0.111
H -1.254 -5.587 0.040 0.114
H -0.200 -4.374 1.662 0.094
H -0.757 -2.887 2.437 0.112
H 0.795 -2.913 1.588 0.098
N -0.782 0.620 4.175 0.115
C 0.509 0.172 4.322 -0.021
C 0.942 -0.139 3.077 -0.094
N -0.087 0.107 2.182 -0.118
C -1.110 0.578 2.885 -0.115
H -1.384 0.949 4.916 0.184
H 0.998 0.125 5.279 0.141
H 1.905 -0.500 2.761 0.125
H -2.061 0.896 2.491 0.154


No. 5
43
Properties=species:S:1:pos:R:3:lowdin_charge:R:1 method="wB97M-V/def2-TZVPD" energy_ha=-2485.15987 homo_lumo_gap_ha="0.2881 / 0.2899" spin_multiplicity=2 lumo_ha="-0.0342 / -0.0343"
Yb 0.739 -0.385 -0.011 1.614
N 0.666 -0.457 2.546 -0.046
C -0.478 -1.087 3.236 -0.247
C -0.244 -2.581 3.449 -0.197
C 0.231 -3.321 2.201 -0.198
C -0.741 -3.243 1.021 -0.238
N -0.059 -2.722 -0.173 -0.052
H 1.542 -0.778 2.947 0.096
H 0.627 0.549 2.690 0.068
H -1.365 -0.900 2.625 0.107
H -0.666 -0.619 4.207 0.118
H -1.171 -3.018 3.827 0.119
H 0.498 -2.716 4.242 0.114
H 0.448 -4.360 2.455 0.113
H 1.191 -2.899 1.885 0.092
H -1.554 -2.546 1.236 0.107
H -1.214 -4.212 0.831 0.118
H -0.713 -2.587 -0.940 0.090
H 0.656 -3.363 -0.503 0.109
O -0.411 -0.910 -4.126 0.082
C -0.243 -0.367 -3.056 -0.586
O 0.681 -0.661 -2.184 -0.182
C -1.073 0.841 -2.636 -0.043
C -1.334 1.894 -3.495 0.086
C -1.743 3.121 -2.968 -0.128
C -1.771 3.393 -1.609 0.084
C -1.514 2.310 -0.785 -0.067
C -1.371 0.992 -1.263 -0.344
O -1.384 -0.035 -0.461 -0.180
N -1.140 2.556 0.617 -0.301
O -1.654 3.458 1.220 0.135
O -0.249 1.838 1.102 -0.042
N -2.024 4.236 -3.890 -0.360
O -1.895 4.034 -5.078 0.083
O -2.357 5.297 -3.395 0.067
H -1.166 1.780 -4.556 0.138
H -1.932 4.390 -1.234 0.134
C 4.351 0.807 -0.051 -0.094
C 2.957 0.266 0.048 -0.386
O 2.827 -0.953 0.330 -0.209
H 5.132 0.092 0.203 0.072
H 4.424 1.705 0.568 0.072
H 4.496 1.166 -1.074 0.079


No. 6
31
Properties=species:S:1:pos:R:3:lowdin_charge:R:1 method="wB97M-V/def2-TZVPD" energy_ha=-846.75943 homo_lumo_gap_ha="0.2672 / 0.2728" lumo_ha="0.0096 / 0.0113"
C -1.223 -0.456 -3.301 -0.069
C -2.223 -0.385 -2.319 -0.074
C 0.047 -0.329 -2.827 -0.034
C -1.890 -0.189 -1.024 -0.063
C 0.443 -0.158 -1.446 -0.193
C -0.603 -0.038 -0.534 -0.193
C 1.877 -0.220 -1.019 -0.270
C 1.982 0.458 1.785 -0.293
C 1.000 -1.991 1.088 -0.249
C 0.468 1.003 1.518 -0.320
C -0.472 0.018 0.964 -0.226
C 0.313 2.374 0.665 -0.029
C -1.606 -0.557 1.850 -0.067
P 2.374 -1.026 0.655 0.897
H -1.370 -0.822 -4.238 0.073
H -3.230 -0.393 -2.590 0.085
H 0.822 -0.451 -3.545 0.097
H -2.707 -0.209 -0.326 0.103
H 2.270 -0.936 -1.692 0.052
H 2.308 0.678 -1.106 0.037
H 2.686 1.232 1.641 0.031
H 2.245 0.094 2.862 0.094
H 0.791 -2.314 2.062 -0.006
H 0.539 -2.659 0.300 0.057
H 0.115 1.307 2.503 0.118
H 0.491 3.200 1.385 0.077
H -0.786 2.425 0.587 0.085
H 0.790 2.625 -0.207 0.037
H -2.225 0.233 2.213 0.066
H -1.179 -1.097 2.772 0.097
H -2.045 -1.415 1.327 0.079


Calculated values (kJ/mol) of energy relative to the best compared isomer or geometry (same formula, charge and spin) for the records, taken in order: 385.99, 280.78, 303.71, 0.00, 0.00, 264.79.